No. 1
{
  "formula": "C18H16AuN4Se",
  "method": "ωB97M-V with the def2-TZVPD basis set",
  "total_charge": 1,
  "homo_lumo_gap_ev": 5.819,
  "energy_ev": -93910.57733,
  "e_lumo_ev": -6.0,
  "e_homo_ev": -11.8,
  "species": ["Au", "C", "N", "C", "C", "C", "C", "C", "N", "C", "C", "C", "C", "C", "C", "H", "H", "H", "H", "H", "H", "H", "H", "H", "H", "H", "Se", "N", "C", "C", "C", "C", "C", "C", "N", "H", "H", "H", "H", "H"],
  "xyz": [[0.472, -2.262, -0.175], [2.332, -0.330, 1.771], [1.923, -1.156, 0.632], [2.150, -0.644, -0.532], [1.812, -1.239, -1.807], [2.332, -0.786, -3.013], [1.800, -1.597, -4.004], [0.975, -2.487, -3.361], [0.975, -2.268, -2.045], [1.197, 0.494, 2.332], [-0.089, -0.054, 2.455], [-1.132, 0.691, 3.008], [-0.899, 1.989, 3.454], [0.376, 2.542, 3.350], [1.421, 1.797, 2.796], [3.180, 0.318, 1.510], [2.696, -0.994, 2.564], [2.654, 0.336, -0.621], [3.030, 0.030, -3.155], [1.993, -1.545, -5.068], [0.386, -3.274, -3.817], [-0.280, -1.070, 2.113], [-2.123, 0.252, 3.092], [-1.710, 2.568, 3.887], [0.559, 3.553, 3.705], [2.411, 2.242, 2.735], [-2.520, -2.063, 1.215], [-1.264, -1.447, 0.087], [-1.675, -0.355, -0.551], [-0.898, 0.324, -1.480], [-1.433, 1.463, -2.090], [-2.731, 1.897, -1.759], [-3.496, 1.193, -0.815], [-2.942, 0.061, -0.220], [-3.567, -0.698, 0.693], [0.099, -0.025, -1.724], [-0.843, 2.004, -2.816], [-3.139, 2.778, -2.232], [-4.494, 1.519, -0.554], [0.463, -3.757, 0.437]],
  "lowdin_charge": [1.15, -0.14, -0.12, -0.14, -0.44, -0.03, -0.04, -0.11, -0.15, -0.21, -0.09, -0.09, -0.07, -0.06, -0.03, 0.13, 0.14, 0.16, 0.12, 0.12, 0.13, 0.02, 0.08, 0.11, 0.11, 0.12, 1.22, -0.49, -0.37, 0.00, -0.01, -0.03, 0.02, -0.38, -0.18, 0.07, 0.12, 0.11, 0.13, 0.14]
}


No. 2
{
  "formula": "C9H11NO2S",
  "method": "ωB97M-V with the def2-TZVPD basis set",
  "homo_lumo_gap_ev": 9.262,
  "energy_ev": -25927.92959,
  "e_lumo_ev": 0.5,
  "e_homo_ev": -8.8,
  "species": ["C", "C", "C", "C", "C", "C", "C", "C", "C", "N", "O", "O", "S", "H", "H", "H", "H", "H", "H", "H", "H", "H", "H", "H"],
  "xyz": [[1.140, -2.776, -0.236], [2.222, -1.921, -0.378], [-0.155, -2.236, -0.140], [2.070, -0.554, -0.229], [-0.370, -0.885, -0.075], [0.807, -0.064, -0.171], [-1.687, -0.278, 0.181], [-2.157, 0.772, -0.870], [0.430, 1.324, -0.215], [-1.114, 1.669, -1.267], [0.107, 0.908, 2.352], [0.942, 3.095, 1.581], [-0.223, 1.918, 1.396], [1.125, -3.787, -0.580], [3.274, -2.258, -0.493], [-0.871, -2.994, 0.094], [2.930, -0.005, -0.548], [-2.489, -1.057, 0.308], [-1.545, 0.268, 1.116], [-2.454, 0.364, -1.786], [-3.181, 1.209, -0.385], [1.034, 2.092, -0.589], [-1.345, 2.707, -1.233], [1.510, 2.490, 2.169]],
  "lowdin_charge": [-0.06, -0.08, -0.03, -0.03, -0.18, -0.23, -0.16, -0.30, -0.20, -0.02, -0.43, -0.32, 0.90, 0.10, 0.12, 0.11, 0.12, 0.14, 0.05, 0.07, 0.15, 0.08, 0.10, 0.09]
}


No. 3
{
  "formula": "C19H17BF3NO",
  "method": "ωB97M-V with the def2-TZVPD basis set",
  "homo_lumo_gap_ev": 6.502,
  "energy_ev": -32340.75052,
  "e_lumo_ev": -0.2,
  "e_homo_ev": -6.7,
  "species": ["C", "C", "C", "C", "C", "B", "F", "F", "F", "O", "H", "H", "H", "H", "H", "C", "C", "N", "C", "C", "C", "C", "C", "C", "C", "C", "C", "C", "C", "C", "H", "H", "H", "H", "H", "H", "H", "H", "H", "H", "H", "H"],
  "xyz": [[-5.346, -0.671, 0.841], [-4.219, -1.484, 0.372], [-3.894, -2.785, 0.657], [-2.660, -3.053, 0.009], [-2.161, -1.835, -0.495], [1.030, -0.306, 3.039], [1.289, -1.190, 3.991], [-1.448, -1.556, -1.582], [-0.078, 0.484, 3.275], [-3.240, -0.990, -0.478], [-6.259, -1.264, 1.010], [-5.181, -0.230, 1.835], [-5.625, 0.107, 0.142], [-4.458, -3.489, 1.315], [-2.166, -4.022, -0.069], [1.153, -2.410, 0.008], [0.436, -1.120, 0.503], [1.109, 0.037, 0.082], [1.545, 1.225, 0.756], [1.934, 1.446, 2.062], [2.351, 2.738, 2.442], [2.574, 3.752, 1.502], [2.371, 3.494, 0.131], [1.794, 2.262, -0.205], [1.619, 1.691, -1.504], [1.241, 0.327, -1.311], [1.049, -0.504, -2.395], [1.190, 0.023, -3.691], [1.606, 1.349, -3.887], [1.877, 2.183, -2.796], [1.148, -3.111, 0.856], [0.577, -2.912, -0.779], [2.200, -2.370, -0.364], [0.715, -1.051, 1.855], [2.035, 0.572, 2.848], [2.493, 2.952, 3.505], [2.919, 4.749, 1.816], [2.698, 4.184, -0.658], [0.798, -1.554, -2.267], [1.010, -0.617, -4.558], [1.695, 1.752, -4.900], [2.281, 3.197, -2.915]],
  "lowdin_charge": [-0.03, -0.30, -0.04, -0.02, -0.32, -0.58, 0.22, 0.09, 0.15, 0.08, 0.09, 0.09, 0.08, 0.13, 0.11, -0.11, -0.05, -0.03, -0.09, 0.00, -0.05, -0.08, 0.00, -0.10, -0.11, -0.13, -0.03, -0.07, -0.10, -0.02, 0.08, 0.06, 0.09, 0.10, 0.13, 0.12, 0.11, 0.12, 0.09, 0.11, 0.10, 0.11]
}


No. 4
{
  "formula": "C19H42N3O4",
  "method": "ωB97M-V with the def2-TZVPD basis set",
  "spin_multiplicity": 2,
  "homo_lumo_gap_ev": [8.905, 9.152],
  "energy_ev": -33040.69968,
  "e_lumo_ev": [0.7, 0.5],
  "e_homo_ev": [-8.3, -8.6],
  "species": ["C", "C", "O", "C", "C", "C", "N", "C", "C", "C", "C", "N", "O", "C", "C", "C", "C", "H", "H", "H", "H", "H", "H", "H", "H", "H", "H", "H", "H", "H", "H", "H", "H", "H", "H", "H", "H", "H", "H", "H", "H", "H", "H", "H", "C", "O", "C", "C", "N", "C", "C", "O", "C", "H", "H", "H", "H", "H", "H", "H", "H", "H", "H", "H", "H", "H", "H", "H"],
  "xyz": [[5.624, 0.990, 3.611], [4.376, 1.620, 4.254], [3.578, 2.341, 3.331], [2.784, 1.477, 2.535], [2.205, 2.157, 1.308], [3.309, 2.676, 0.356], [4.193, 3.711, 0.842], [1.321, 3.355, 1.700], [-0.115, 3.039, 2.144], [-0.175, 2.557, 3.598], [-0.888, 4.366, 2.128], [-0.783, 2.099, 1.211], [-1.302, 2.684, 0.188], [-0.045, 0.848, 0.879], [-0.173, -0.213, 1.980], [-0.735, 0.228, -0.351], [1.413, 1.112, 0.492], [5.499, 1.023, 2.534], [5.711, -0.044, 3.921], [6.513, 1.547, 3.874], [3.773, 0.875, 4.776], [4.699, 2.342, 4.997], [3.342, 0.595, 2.207], [1.983, 1.106, 3.174], [3.927, 1.817, 0.086], [2.841, 3.000, -0.569], [4.875, 3.362, 1.493], [3.703, 4.507, 1.220], [1.292, 4.072, 0.884], [1.797, 3.864, 2.532], [-1.166, 2.766, 3.989], [0.519, 3.114, 4.213], [0.016, 1.500, 3.728], [-0.555, 4.926, 2.998], [-1.947, 4.181, 2.263], [-0.688, 4.945, 1.240], [-1.208, -0.335, 2.279], [0.479, -0.042, 2.827], [0.137, -1.156, 1.545], [-1.809, 0.172, -0.220], [-0.468, 0.740, -1.263], [-0.377, -0.792, -0.464], [1.956, 0.169, 0.530], [1.406, 1.451, -0.538], [-1.692, -3.872, -1.030], [-1.121, -3.431, -2.244], [-0.963, -4.428, -3.242], [-1.996, -4.320, -4.347], [-3.330, -4.694, -3.898], [-4.436, -4.303, -4.772], [-4.574, -2.853, -5.231], [-4.999, -1.935, -4.244], [-4.019, -1.562, -3.296], [-1.496, -3.107, -0.280], [-2.777, -3.997, -1.101], [-1.244, -4.812, -0.695], [-0.957, -5.428, -2.797], [0.019, -4.262, -3.693], [-1.700, -4.988, -5.163], [-1.954, -3.292, -4.725], [-3.496, -4.326, -2.973], [-5.358, -4.566, -4.249], [-4.390, -4.930, -5.669], [-5.364, -2.841, -5.985], [-3.670, -2.482, -5.731], [-3.039, -1.418, -3.757], [-3.950, -2.293, -2.486], [-4.334, -0.616, -2.855]],
  "lowdin_spin": [0.00, 0.00, 0.00, 0.00, 0.00, 0.00, 0.00, 0.02, 0.03, 0.00, 0.00, 0.37, 0.53, 0.03, 0.00, 0.00, 0.02, 0.00, 0.00, 0.00, 0.00, 0.00, 0.00, 0.00, 0.00, 0.00, 0.00, 0.00, 0.00, 0.00, 0.00, 0.00, 0.00, 0.00, 0.00, 0.00, 0.00, 0.00, 0.00, 0.00, 0.00, 0.00, 0.00, 0.00, 0.00, 0.00, 0.00, 0.00, 0.00, 0.00, 0.00, 0.00, 0.00, 0.00, 0.00, 0.00, 0.00, 0.00, 0.00, 0.00, 0.00, 0.00, 0.00, 0.00, 0.00, 0.00, 0.00, 0.00]
}


No. 5
{
  "formula": "H40O20",
  "method": "ωB97M-V with the def2-TZVPD basis set",
  "homo_lumo_gap_ev": 10.396,
  "energy_ev": -41595.09026,
  "e_lumo_ev": -0.1,
  "e_homo_ev": -10.5,
  "species": ["O", "H", "H", "O", "H", "H", "O", "H", "H", "O", "H", "H", "O", "H", "H", "O", "H", "H", "O", "H", "H", "O", "H", "H", "O", "H", "H", "O", "H", "H", "O", "H", "H", "O", "H", "H", "O", "H", "H", "O", "H", "H", "O", "H", "H", "O", "H", "H", "O", "H", "H", "O", "H", "H", "O", "H", "H", "O", "H", "H"],
  "xyz": [[-1.736, -3.312, 4.005], [-1.124, -4.058, 4.165], [-1.809, -3.426, 3.122], [-4.821, 2.314, -2.156], [-3.963, 1.782, -2.327], [-4.644, 2.995, -2.844], [0.009, 3.368, 1.149], [0.149, 3.876, 0.303], [-0.615, 4.036, 1.631], [1.632, -4.117, -3.088], [1.616, -3.281, -2.836], [1.782, -4.198, -4.037], [-2.441, 2.875, 2.826], [-2.752, 2.109, 3.314], [-2.952, 3.512, 3.375], [3.037, -1.570, -3.185], [2.781, -1.095, -4.014], [3.394, -0.966, -2.599], [3.935, 3.254, 2.431], [3.954, 4.090, 1.923], [2.913, 3.068, 2.538], [-1.111, -1.018, -4.357], [-1.144, -1.962, -4.559], [-1.746, -0.611, -4.764], [-3.279, 2.530, 0.210], [-2.560, 3.041, -0.067], [-4.080, 2.896, -0.081], [-1.277, 3.739, -2.209], [-0.531, 3.760, -2.865], [-1.373, 2.841, -2.038], [0.571, -1.444, 2.737], [0.345, -2.231, 3.432], [-0.300, -0.952, 2.728], [-0.075, -2.593, 0.643], [0.408, -3.220, 1.327], [-0.386, -1.846, 1.178], [-0.382, 0.673, -2.478], [-1.057, 0.012, -2.260], [0.146, 0.482, -1.766], [4.630, -1.515, 3.152], [4.376, -1.519, 2.151], [5.059, -0.682, 3.208], [2.401, -4.056, 2.171], [2.646, -4.271, 1.378], [3.086, -3.615, 2.593], [1.571, -0.179, 0.128], [1.131, -0.829, 0.676], [1.075, -0.403, -0.602], [-0.689, 1.024, 3.753], [0.043, 1.033, 4.332], [-0.426, 1.648, 3.030], [-1.775, 0.343, -0.180], [-2.684, 0.722, -0.145], [-1.044, 0.798, 0.255], [-1.828, -5.020, -0.627], [-1.635, -4.347, -1.089], [-1.077, -5.692, -0.831], [1.553, 4.129, -3.929], [1.842, 3.659, -4.673], [1.233, 3.419, -3.259]],
  "lowdin_charge": [-0.01, 0.07, -0.03, -0.10, 0.08, 0.05, -0.11, 0.05, 0.08, 0.00, -0.09, 0.05, -0.08, 0.04, 0.07, -0.03, 0.08, -0.01, -0.12, 0.03, 0.08, 0.02, 0.07, -0.06, -0.02, -0.01, 0.02, -0.04, 0.03, -0.04, -0.15, 0.13, 0.05, -0.12, 0.08, -0.01, -0.04, 0.04, -0.05, -0.08, 0.09, 0.00, 0.07, -0.04, 0.01, -0.01, -0.01, -0.04, -0.05, 0.02, 0.05, -0.07, 0.04, 0.03, -0.01, -0.12, 0.11, -0.06, 0.00, 0.08]
}